No. 1
This record from the Open Molecules 2025 dataset describes a structure of composition C48H43IN6O2P2PdSTe in a non-equilibrium geometry. The level of theory is wB97M-V/def2-TZVPD.

Summary:
Molar mass: 1190.85 g/mol
Highest occupied orbital energy: -12.4026 eV
Energy relative to the best compared isomer or geometry (same formula, charge and spin): 0.0 kJ/mol
Net charge: +2

Geometry (Å):
I -0.102746 -3.451930 -2.833099
Te 3.060683 -0.050930 0.797423
Pd 0.282248 -1.201870 -1.342599
S 1.867486 -5.524071 0.234175
P 0.170753 -1.650988 1.312814
P 0.012547 1.167421 0.142253
O -0.219439 3.400263 -5.317321
O -1.362944 0.827183 -0.657838
N 2.743763 -3.010295 -0.301061
N -3.570137 3.344803 -2.014146
N -0.254983 -4.338109 1.006241
N 3.696750 4.246464 3.058403
N -0.125973 -0.274458 -3.447789
N 0.663701 -3.359124 0.711710
C 1.177083 -0.810171 3.696174
C 1.520735 -0.891471 5.037181
C 3.283225 1.797791 1.800178
C -3.770601 -2.039598 0.284171
C 0.528228 -3.130491 3.711471
C -2.258843 -1.708053 2.592598
C 1.373310 -3.069306 -5.404227
C -3.641408 -1.774587 2.671325
C 1.207832 -0.314263 -5.558999
C 1.871085 -1.025677 -6.541838
C 0.595058 3.670631 -0.818602
C 1.197777 4.571909 -1.683559
C 1.392836 -2.097116 5.707519
C -1.593967 3.057830 -5.164671
C -1.918066 1.688714 -1.618346
C -1.991951 2.798039 -3.725450
C -0.519460 2.004663 1.645882
C -3.796322 2.140441 0.045336
C 0.237666 3.021098 2.232477
C 3.394726 1.874073 3.180428
C -1.970693 2.002332 3.573923
C 1.826776 1.868637 -1.851829
C -2.392043 -1.964822 0.197330
C 3.446140 2.958681 1.054863
C 3.648345 4.155131 1.732460
C 1.819316 -3.806243 0.232073
C -1.222765 3.024880 4.143207
C -3.051533 2.407099 -1.228023
C -1.413472 1.795746 -2.920447
C -1.762514 -6.557038 1.962791
C 0.928896 2.315972 -0.880034
C 0.703111 -1.929453 3.018206
C 2.118439 4.125951 -2.620207
C -0.445875 0.943051 -3.651853
C -3.026178 3.557007 -3.200974
C 0.608503 -0.954653 -4.470288
C -0.526508 -6.779285 1.098996
C 0.223719 -5.514002 0.832776
C -1.622444 1.496172 2.333051
C -1.624092 -1.795817 1.350228
C 1.951046 -2.409036 -6.475123
C 0.723191 -2.344816 -4.416730
C 0.897398 -0.287980 0.556043
C -4.397736 -1.940484 1.520312
C 0.883933 -3.209334 5.046456
C -0.121760 3.533112 3.470496
C 2.424392 2.772894 -2.711878
C 3.592530 3.122121 3.759292
H 2.048769 0.813052 -1.936393
H -4.356506 -2.175852 -0.614986
H 2.594584 4.831818 -3.288350
H 2.460344 -2.971644 -7.244937
H 1.430279 -4.146881 -5.336465
H -4.845302 2.363721 -0.136498
H 3.671766 3.216771 4.836509
H -2.220369 0.714024 1.893340
H -1.909148 -2.037349 -0.769369
H 1.225601 0.143955 3.183657
H -2.321738 -7.486539 2.045254
H -1.486654 -6.238726 2.968159
H 0.085321 -3.988554 3.229874
H 3.770013 5.080432 1.180648
H -3.697319 1.104271 0.361492
H -1.686915 -1.570744 3.499464
H 0.157574 -7.490309 1.568118
H -2.237301 3.842816 -5.564452
H -5.476220 -1.998383 1.586124
H 0.942450 5.621342 -1.623420
H -3.454887 2.790937 0.851193
H -1.501801 3.428128 5.107585
H -1.767076 2.173381 -5.780198
H -2.836103 1.607401 4.090228
H 2.346695 -2.223114 -0.833320
H 2.322076 -0.493308 -7.368013
H 3.126728 2.423209 -3.457019
H 3.407462 2.950594 -0.026701
H -4.125476 -1.701858 3.635991
H 3.611844 -3.408670 -0.622362
H 0.747837 -4.139579 5.581601
H -0.139285 4.030402 -0.110721
H -0.117515 4.353232 -5.225076
H -3.463314 4.354696 -3.792271
H 1.174893 0.762798 -5.658074
H -0.098519 1.440069 -4.547044
H 1.879567 -0.014893 5.560791
H 1.106992 3.424394 1.733754
H 3.347474 0.994723 3.806638
H -0.802700 -7.217757 0.135969
H 1.667943 -2.169661 6.751089
H 0.464228 4.332824 3.903975
H -2.415070 -5.799809 1.530891

Forces on the atoms, in the same order (eV/Å):
I -0.1 0.0 -0.1
Te -0.1 -0.1 0.0
Pd 0.3 0.0 0.5
S 0.0 0.0 0.0
P -0.2 -1.0 -0.5
P -0.2 0.1 -0.2
O 0.0 0.0 0.0
O 0.1 0.0 0.0
N 0.1 0.1 0.1
N 0.0 0.0 0.0
N 0.0 0.0 0.2
N 0.0 0.0 0.0
N 0.1 0.1 0.2
N -0.2 0.0 0.3
C -0.2 0.1 0.0
C 0.0 0.0 0.0
C 0.0 0.0 -0.1
C 0.0 0.0 0.0
C 0.1 0.0 -0.1
C 0.0 -0.1 0.0
C 0.0 0.0 0.0
C 0.0 0.0 0.0
C 0.1 0.1 0.0
C 0.0 -0.1 0.0
C 0.0 0.0 0.0
C 0.0 0.0 0.0
C 0.0 0.0 0.0
C 0.0 0.0 0.0
C 0.0 -0.1 0.1
C 0.0 0.0 -0.1
C 0.1 0.0 0.0
C 0.0 0.0 0.0
C 0.0 0.0 0.0
C 0.0 0.0 0.0
C 0.0 0.0 0.0
C 0.0 0.0 0.0
C 0.0 0.0 0.0
C 0.1 0.1 0.0
C 0.0 0.0 0.0
C -0.2 -0.1 -0.2
C 0.0 0.0 0.0
C 0.0 0.0 0.0
C -0.1 0.0 0.1
C 0.0 0.0 0.0
C -0.1 -0.1 0.0
C 0.2 0.4 0.0
C 0.0 0.0 0.0
C -0.2 0.0 -0.1
C 0.0 0.0 0.0
C 0.1 0.0 0.0
C 0.0 0.0 0.0
C 0.1 0.0 -0.1
C 0.0 0.0 0.0
C 0.0 0.1 0.0
C 0.0 0.1 0.0
C 0.0 -0.1 0.0
C 0.2 0.3 -0.1
C 0.0 0.0 0.0
C 0.0 0.0 0.0
C 0.0 0.0 0.0
C 0.0 0.0 0.0
C 0.0 0.0 0.0
H 0.0 0.0 0.0
H 0.0 0.0 0.0
H 0.0 0.0 0.0
H 0.0 0.0 0.0
H 0.0 0.0 0.0
H 0.0 0.0 0.0
H 0.0 0.0 0.0
H 0.0 0.0 0.0
H 0.0 0.0 0.0
H 0.1 0.0 0.0
H 0.0 0.0 0.0
H 0.0 0.0 0.0
H 0.0 0.0 0.0
H 0.0 0.0 0.0
H 0.0 0.0 0.0
H 0.0 0.0 0.0
H 0.0 0.0 0.0
H 0.0 0.0 0.0
H 0.0 0.0 0.0
H 0.0 0.0 0.0
H 0.0 0.0 0.0
H 0.0 0.0 0.0
H 0.0 0.0 0.0
H 0.0 0.0 0.0
H 0.0 0.0 0.0
H 0.0 0.0 0.0
H 0.0 0.0 0.0
H 0.1 0.0 0.0
H 0.0 0.0 0.0
H 0.0 0.0 -0.1
H 0.0 0.0 0.0
H 0.0 0.0 0.0
H 0.0 -0.1 0.0
H 0.0 0.0 0.0
H 0.0 0.0 0.0
H 0.0 0.0 0.0
H 0.0 0.0 0.0
H 0.0 0.0 0.0
H 0.0 0.0 0.0
H 0.0 0.0 0.0
H 0.0 0.0 0.0
H 0.0 0.0 0.0
H 0.0 0.0 0.0

Here are the Löwdin charges for atoms 1 to 2, given in e: I 1.1192; Te 1.3990

---

No. 2
This record from the Open Molecules 2025 dataset describes the molecule C23H25FN4O5S in a non-equilibrium geometry. The level of theory is wB97M-V/def2-TZVPD.

Summary:
Molar mass: 488.54 g/mol
SMILES string: O=C(Cn1c(=O)oc2cc(S(=O)(=O)N3CCCC3)ccc21)N1CCN(c2ccccc2F)CC1
Highest occupied orbital energy: -7.8821 eV
Energy relative to the best compared isomer or geometry (same formula, charge and spin): 0.0 kJ/mol

Geometry (Å):
S 3.469147 0.967836 -0.077113
F -1.400643 2.539340 1.640362
O -0.480397 -1.763119 -2.115306
O 3.463607 1.939166 0.973955
O -2.885807 -1.110554 2.677451
O -2.461087 -2.881708 -2.142269
O 3.700867 1.390981 -1.424853
N -2.884981 1.630242 -0.604326
N -1.568374 -2.039726 -0.197152
N -3.818780 -0.330548 0.788477
N 4.673835 -0.122563 0.287353
C 4.091901 -2.415660 -0.016885
C 1.422363 -0.456745 -1.215344
C 0.372369 2.554317 -2.057122
C -0.853761 2.565222 0.392039
C -3.391909 0.581212 -1.450906
C -2.584540 -2.460470 0.732615
C -3.839944 2.066480 0.380482
C 0.427300 3.060576 0.271486
C 3.992385 -2.077059 1.481786
C 1.049993 3.064460 -0.963727
C -1.585013 2.080196 -0.698944
C -0.918019 2.078118 -1.930775
C 0.046723 -0.753238 1.266396
C -3.129156 -1.243200 1.493416
C 1.238223 -0.049776 1.175389
C -1.595322 -2.300455 -1.549318
C 4.657001 -0.693620 1.615927
C -0.438098 -1.306221 0.094207
C -4.230372 -0.398279 -0.593672
C 0.235616 -1.148426 -1.126288
C -4.100147 0.951906 1.412096
C 4.842382 -1.222587 -0.635773
C 1.904739 0.078450 -0.031783
H 2.951353 -2.038011 1.800099
H -3.434333 1.047194 2.271659
H 0.937718 3.416270 1.151751
H -2.555568 0.056373 -1.913297
H 0.849844 2.539729 -3.024390
H 5.912043 -1.438082 -0.714821
H -4.143288 -1.406257 -0.994283
H -0.485848 -0.848049 2.198502
H -3.352726 -2.996465 0.171666
H 4.507354 -2.812609 2.096739
H 1.654716 0.433893 2.043852
H -4.024757 0.983934 -2.255834
H 3.099634 -2.513475 -0.456286
H -5.287271 -0.111800 -0.630399
H -3.492449 2.968577 0.878273
H 2.054110 3.439005 -1.061358
H -1.436287 1.718673 -2.806223
H 1.946400 -0.304346 -2.142673
H -5.136115 0.983797 1.765806
H -2.148690 -3.133094 1.478814
H 4.472280 -0.922124 -1.613481
H 5.692743 -0.794223 1.953628
H 4.137123 -0.011762 2.285134
H 4.631526 -3.344943 -0.188523
H -4.771598 2.313261 -0.146223

Forces on the atoms, in the same order (eV/Å):
S 0.2 -0.2 0.1
F 0.0 -0.1 -0.2
O 0.1 0.0 -0.4
O -0.1 -0.1 0.3
O 0.1 -0.1 0.3
O 0.1 0.0 -0.3
O -0.1 -0.3 -0.2
N -0.1 -0.2 0.2
N 0.1 0.0 -0.3
N -0.2 0.3 0.0
N -0.5 1.0 -0.3
C 0.1 -0.1 -0.1
C -0.4 -0.3 -0.3
C 0.1 0.1 0.0
C 0.1 0.1 0.0
C 0.0 0.0 -0.1
C -0.1 -0.1 0.3
C -0.1 0.1 0.1
C -0.2 0.0 0.0
C 0.0 0.0 0.1
C -0.1 0.1 0.0
C 0.2 0.2 0.0
C 0.0 0.0 0.1
C -0.1 -0.2 -0.1
C 0.0 -0.4 -0.2
C 0.1 0.1 0.0
C -0.7 -0.4 0.3
C -0.1 -0.1 0.6
C 0.6 0.3 -0.3
C 0.0 0.0 -0.3
C 0.3 0.3 1.0
C 0.1 0.2 0.3
C 0.0 -0.4 -0.5
C 0.6 0.4 0.1
H 0.1 0.0 0.0
H -0.1 0.0 -0.1
H 0.0 0.0 0.1
H 0.0 0.0 0.0
H 0.1 0.0 -0.1
H -0.1 0.0 -0.1
H -0.1 0.0 0.0
H -0.1 0.0 0.1
H 0.1 0.1 0.0
H 0.0 0.0 0.1
H 0.0 0.1 0.2
H 0.1 -0.1 0.0
H 0.0 0.0 0.0
H 0.1 -0.1 0.0
H -0.1 -0.1 0.0
H 0.1 0.0 0.0
H -0.1 0.0 -0.1
H 0.0 0.0 -0.2
H 0.0 0.0 0.0
H -0.1 0.1 -0.1
H 0.1 -0.1 -0.1
H -0.1 0.1 0.0
H 0.1 -0.1 0.2
H 0.0 0.0 0.0
H 0.0 0.1 0.1

Here are the Löwdin charges for atoms 1 to 2, given in e: S 0.6567; F 0.0506

---

No. 3
This record from the Open Molecules 2025 dataset describes the molecule C4H7N3O in a non-equilibrium geometry. The level of theory is wB97M-V/def2-TZVPD.

Summary:
Molar mass: 113.12 g/mol
SMILES string: Cc1nc(=O)[nH]n1C
Highest occupied orbital energy: -8.4764 eV
Energy relative to the best compared isomer or geometry (same formula, charge and spin): 160.1 kJ/mol

Geometry (Å):
O -2.694284 -1.849855 -1.083021
N -0.359230 -1.623549 -0.902837
N -0.406758 0.322000 0.115212
N -1.685967 -0.022868 -0.117779
C 1.788191 -0.606451 -0.066918
C 0.365603 -0.658183 -0.372566
C 0.003183 1.626257 0.603483
C -1.654339 -1.304544 -0.754923
H 1.918435 -0.224209 0.867962
H 2.201236 -1.649678 -0.201604
H 0.509262 1.962659 -0.314461
H -0.764198 2.169182 1.002199
H 0.836911 1.618416 1.283469
H 2.333177 0.078093 -0.688195
H -2.391221 0.162729 0.629980

Forces on the atoms, in the same order (eV/Å):
O 0.8 -0.2 0.2
N 2.0 -0.7 -0.3
N 0.9 -0.4 1.7
N -2.4 0.3 0.3
C 0.8 -2.5 -2.8
C -1.7 0.2 0.5
C 2.9 -1.7 -2.8
C -2.2 0.9 0.1
H 0.4 0.5 2.9
H -0.3 1.3 0.3
H -0.6 1.5 0.4
H -2.0 1.5 0.5
H 0.0 -0.6 0.8
H 0.3 0.2 -0.8
H 1.0 -0.3 -1.0

Here are the Löwdin charges for atoms 1 to 2, given in e: O 0.0269; N 0.1810

---

No. 4
This record from the Open Molecules 2025 dataset describes the molecule C26H33NO4. The level of theory is wB97M-V/def2-TZVPD.

Summary:
Molar mass: 423.55 g/mol
SMILES string: CCOC(=O)C1(Cc2cccc(OC)c2)CCN(C/C=C/c2ccc(OC)cc2)CC1
Highest occupied orbital energy: -7.7320 eV
Energy relative to the best compared isomer or geometry (same formula, charge and spin): 211.5 kJ/mol

Geometry (Å):
O -0.380743 1.808832 -4.313626
O 3.732992 3.446322 2.326025
O -1.332716 2.894284 -2.602643
O -3.982314 -5.762941 4.365972
N 0.011451 -0.974377 -1.277924
C -2.963005 -4.037323 1.360318
C -1.931282 -4.524609 3.878405
C -1.699544 -3.529518 1.680602
C -0.974201 -2.764743 0.679396
C 0.564197 -0.710874 -2.588937
C -1.207712 -3.789281 2.958091
C -3.183582 -5.026942 3.541598
C 0.114585 1.470549 -0.766590
C 2.795841 2.881085 -1.201220
C 3.996433 2.358088 -1.659378
C 0.704716 1.765600 -2.148604
C 2.559719 4.006321 2.861499
C 4.947681 2.563978 0.534616
C -0.389013 2.121237 -3.150939
C 0.951051 -1.515830 -0.314992
C 3.751455 3.106647 1.005589
C -0.718138 0.180456 -0.794831
C -2.401340 3.313138 -3.452006
C 1.463802 0.531856 -2.646607
C 2.683279 3.263744 0.131781
C -3.691580 -4.772074 2.266605
C 1.618450 3.023475 -2.121548
C -3.523526 -6.052888 5.662687
C -3.474986 2.240021 -3.560123
C 5.064333 2.201217 -0.790315
C 0.264432 -2.287212 0.774060
H 0.933950 1.356747 -0.054451
H 1.752614 3.692260 0.470358
H -3.065059 1.353201 -4.037401
H 1.008282 3.874622 -1.810553
H -1.579521 0.322910 -1.455916
H -1.996747 3.545157 -4.442651
H 1.123712 -1.590080 -2.916882
H 1.970863 3.204210 -3.139760
H 2.776623 4.196275 3.911547
H -4.311398 -6.641878 6.129895
H 1.592052 -0.745342 0.147868
H -3.371726 -3.850587 0.377664
H -1.508286 -4.698940 4.855774
H -1.513288 -2.578010 -0.240066
H 4.099910 2.080209 -2.697340
H 0.870887 -2.455050 1.653297
H -3.842137 1.973435 -2.571595
H -4.664455 -5.164933 2.015667
H -4.302225 2.610153 -4.158814
H -2.795068 4.219662 -2.987422
H 1.785303 0.691003 -3.676424
H 5.996096 1.792483 -1.151927
H 5.767466 2.448161 1.225325
H -3.361164 -5.140469 6.246177
H 1.620923 -2.201850 -0.846957
H -0.512935 2.299474 -0.438704
H -1.091221 -0.042032 0.207335
H -0.240634 -3.409153 3.249604
H 1.712626 3.316042 2.787673
H 2.302950 4.950522 2.370081
H -2.599028 -6.639445 5.641464
H -0.275278 -0.572997 -3.277193
H 2.345180 0.376002 -2.022635

Forces on the atoms, in the same order (eV/Å):
O -0.1 0.0 -0.1
O 0.3 -0.1 -0.2
O 0.0 0.1 0.3
O 0.0 0.1 -0.3
N 0.1 -0.2 0.0
C 0.2 0.1 0.1
C -0.1 -0.2 0.3
C -0.2 -0.3 0.4
C 0.4 0.3 -0.2
C 0.2 0.1 -0.2
C -0.1 0.1 -0.3
C -0.1 0.1 -0.2
C -0.1 -0.2 -0.1
C 0.2 0.0 -0.1
C -0.1 0.1 0.0
C 0.1 0.1 0.0
C -0.2 0.1 0.1
C -0.1 0.1 0.2
C 0.2 -0.1 0.0
C -0.1 0.1 -0.1
C 0.1 -0.1 -0.1
C 0.0 0.2 0.2
C -0.4 0.1 -0.4
C -0.3 -0.1 -0.1
C 0.0 0.1 0.3
C -0.1 -0.2 0.3
C -0.1 -0.1 0.0
C 0.1 0.0 0.2
C 0.4 0.2 0.1
C 0.0 0.0 0.1
C -0.1 -0.1 -0.1
H 0.0 0.0 0.0
H -0.1 0.0 0.1
H 0.0 -0.1 0.0
H 0.0 0.0 -0.1
H -0.1 0.0 0.1
H -0.1 0.1 0.2
H -0.1 0.0 0.0
H 0.0 0.1 0.0
H -0.1 0.0 -0.1
H 0.1 0.0 0.0
H 0.0 -0.1 -0.1
H 0.0 0.0 -0.1
H 0.0 0.0 0.1
H 0.0 0.1 -0.1
H 0.0 0.0 -0.1
H 0.0 -0.1 0.2
H -0.1 0.0 0.1
H -0.1 0.0 0.0
H -0.1 0.0 -0.1
H 0.1 -0.1 -0.1
H 0.1 0.0 0.0
H 0.1 0.0 0.0
H 0.1 0.0 0.1
H 0.0 0.0 0.0
H 0.1 0.1 0.0
H 0.1 0.0 0.1
H -0.1 0.0 -0.1
H 0.1 0.0 0.0
H 0.0 0.0 0.0
H 0.0 0.0 0.0
H 0.0 0.0 0.0
H 0.1 0.0 -0.1
H 0.0 0.0 0.0

Here are the Löwdin charges for atoms 1 to 2, given in e: O 0.1274; O -0.0837